Entry 1:
# C18H15ClW

A structure of composition C18H15ClW in a non-equilibrium geometry (the ωB97M-V functional and the def2-TZVPD basis, the OMol25 dataset).

Results
E_LUMO (spin up / spin down)   -0.42 / -1.71 eV
Net charge   0
Frontier orbital gap (spin up / spin down)   6.7 / 5.2 eV
E_HOMO (spin up / spin down)   -0.2623 / -0.2529 Eh
Spin multiplicity   3
⟨S²⟩   2.024

Geometry (Å):
C -0.93915 1.20636 1.89819
C -1.93391 4.70896 2.39250
C -1.97563 3.38952 2.89029
H -0.97900 -2.17130 1.04243
H -2.24397 2.27989 4.75970
H -1.31214 -2.09722 -2.49348
H 2.58744 -0.76821 3.22878
H 0.65987 1.64298 -3.56302
C -0.11681 0.94543 -3.26509
C -2.27704 5.78824 3.20619
Cl 2.18636 1.82347 0.41168
H -1.59762 4.90529 1.37721
H 0.42820 -0.97676 -4.28227
H -1.23309 2.14944 -1.71697
W 0.72309 0.36771 1.27522
C 0.51397 -1.33527 2.56403
C -1.12218 1.22636 -2.27079
C 0.00720 -1.75087 1.28077
C -1.50612 2.27786 2.15775
C 1.07901 -1.70660 0.33941
C -1.74776 -0.00033 -1.92510
C -2.30349 3.25430 4.26682
H -2.30153 6.78281 2.78866
C -0.20081 -0.44143 -3.57275
C -2.63324 4.36858 5.02778
C 2.26531 -1.35180 1.03825
H 0.01935 -1.43572 3.52275
H 3.27630 -1.31665 0.60973
H -2.48589 -0.11622 -1.13662
C 1.92142 -1.02685 2.40377
C -2.61082 5.66824 4.54932
H -2.82109 6.53437 5.17589
C -1.16886 -1.03516 -2.68520
H -2.92599 4.24024 6.05882
H 0.97766 -2.04197 -0.69905

Cartesian forces, eV/Å:
C -1.9 1.7 0.2
C -0.3 -0.2 0.2
C 0.1 1.5 1.2
H 0.5 0.6 0.2
H -0.2 0.3 -0.4
H -0.1 0.3 -0.4
H -0.1 -0.2 -0.5
H -0.4 -0.2 -0.3
C 0.2 -2.2 -0.7
C 0.0 0.6 -0.2
Cl 0.7 1.0 -0.6
H -0.2 -0.2 0.1
H -0.2 0.2 0.2
H -0.1 0.0 -0.2
W 0.4 -0.1 -0.4
C -0.1 -0.8 0.2
C 0.4 -1.1 0.4
C -0.5 -0.6 -0.3
C 0.7 -1.6 0.2
C 0.4 -0.9 0.4
C 0.0 -0.8 -0.1
C 0.0 0.0 -0.4
H 0.2 0.1 -0.3
C 1.3 2.7 0.1
C -0.2 -0.2 0.8
C 0.2 -0.6 0.0
H -0.1 0.3 -0.3
H -0.7 0.4 0.2
H 0.2 0.0 -0.2
C 0.6 -0.4 0.0
C 0.2 -0.7 -0.9
H -0.1 -0.3 -0.2
C -1.1 1.0 1.4
H 0.1 -0.3 0.2
H 0.2 0.5 0.5

=====

Entry 2:
# C18H15F3O2S

The molecule C18H15F3O2S in a non-equilibrium geometry (the ωB97M-V functional and the def2-TZVPD basis, the OMol25 dataset).

Results
SMILES string   COc1cc2c(cc1OC)SC(c1ccccc1C(F)(F)F)=CC2
E_LUMO   0.64 eV
Net charge   0
Frontier orbital gap   8.4 eV
E_HOMO   -0.2832 Eh
ΔE to the lowest compared entry with this formula, charge and spin   0.75 kcal per mole

Geometry (Å):
H 0.11317 3.03329 0.29090
H -1.54815 4.71064 0.70725
C 0.41593 -2.20581 -3.18594
C -1.07222 -2.03707 -2.82756
C 2.12344 -3.15184 -4.67833
C 3.11989 -2.44455 -3.98243
C 1.44516 -1.58651 -2.39962
C -2.86947 1.79785 4.46301
C 0.41436 1.01815 0.75991
H 3.61460 -1.19722 -2.38685
H -0.20387 -2.09487 1.71190
C -0.73887 2.55568 2.30501
H -1.49732 5.77129 2.10615
F -1.85752 -2.12508 -3.92634
C 1.22230 -0.98076 -1.06803
C 0.79523 -2.99232 -4.31133
H 0.01749 5.06587 1.49157
C 0.88698 -1.85166 -0.02814
C 0.20396 -0.04523 1.64502
H -3.11638 2.70878 3.89123
H 0.00103 -3.48662 -4.87328
O -1.25077 3.79619 2.62696
O -1.44379 1.69470 4.43585
C -1.04062 4.87870 1.69259
F -1.32055 -0.77587 -2.35220
H 1.46653 -1.74420 2.01166
C 2.78341 -1.69370 -2.87156
C -0.40049 0.23672 2.86963
H -3.18686 1.83497 5.51263
H -3.34719 0.94669 3.94888
H 0.78947 -2.89393 -0.25732
C -0.89501 1.49660 3.19245
F -1.47812 -2.95148 -1.90110
H -0.51100 -0.62400 3.56141
S 1.29503 0.77869 -0.79066
C -0.05504 2.30248 1.06873
H 4.16253 -2.49630 -4.31840
C 0.62212 -1.43755 1.39235
H 2.34064 -3.81072 -5.52600

Cartesian forces, eV/Å:
H -0.2 0.4 0.3
H 0.4 -0.2 0.8
C 1.1 0.1 0.2
C 0.6 0.9 -0.1
C 0.0 0.3 0.1
C -0.4 -0.5 -0.6
C 0.3 -0.5 -1.4
C 0.1 0.4 -0.8
C -0.2 -0.6 0.3
H -0.3 0.1 0.4
H 0.2 0.1 0.2
C 0.8 0.7 -2.1
H 0.0 -0.1 0.4
F 0.3 -0.6 0.5
C -1.6 -1.9 3.2
C -0.7 0.5 0.9
H 0.0 -0.1 0.2
C 0.9 2.9 -2.1
C 0.1 1.3 0.2
H -0.4 -0.2 0.5
H 0.3 0.1 0.1
O 0.3 -0.1 -0.5
O 0.0 -0.3 0.3
C -0.5 -0.6 -0.7
F 0.2 -1.2 0.1
H 0.2 0.1 0.1
C -0.6 0.0 -0.1
C -0.3 -0.5 -0.2
H 0.2 0.1 -0.4
H 0.2 0.1 0.3
H 0.0 -0.4 -0.1
C 0.1 -0.3 0.6
F 0.0 0.8 -0.8
H -0.1 0.9 -0.2
S 0.0 0.0 -0.2
C -0.3 -0.6 0.7
H -0.5 0.0 0.2
C -0.3 -1.6 -0.5
H 0.1 0.4 0.3

=====

Entry 3:
# C18H15F4N3O4

The molecule C18H15F4N3O4 in a non-equilibrium geometry (the ωB97M-V functional and the def2-TZVPD basis, the OMol25 dataset).

Results
SMILES string   COc1cccc(/C=N/NC(=O)C(=O)Nc2ccccc2OC(F)(F)C(F)F)c1
E_LUMO   -0.95 eV
Net charge   0
Frontier orbital gap   8.1 eV
E_HOMO   -0.3326 Eh
ΔE to the lowest compared entry with this formula, charge and spin   383.31 kcal per mole

Geometry (Å):
H 6.32545 -5.34052 -0.00530
O 1.93189 0.84520 1.40413
N 2.77631 -1.57462 0.46269
C 4.49258 -4.69841 -0.85684
H -4.19709 2.49318 -0.98000
H 4.42023 -5.55308 -1.11246
C 1.20408 0.09434 0.58574
H 6.90560 -3.11776 1.20093
H -6.62960 5.86074 0.67026
F 0.31123 -5.31089 -2.57282
H 3.08642 -0.81979 1.04907
H 5.03230 -1.56243 1.70910
C 1.68368 -1.17856 -0.07922
O -5.81823 4.75943 -0.80052
F -0.83061 -5.12358 -0.93679
C -2.44272 3.11036 0.25804
C -1.63857 2.07952 -0.21432
O 2.49312 -3.82076 -1.14878
O 0.85790 -1.67430 -1.12522
C 0.05863 -4.61859 -1.56016
C -1.92047 3.96514 1.32996
F 1.79031 -5.91546 -0.11710
C 5.69839 -4.61780 0.23080
C 3.48828 -3.64868 -0.51756
H -0.00688 -3.48791 -1.72070
C -6.50376 5.82464 -0.37914
C -3.59314 3.54356 -0.49280
C 3.80198 -2.53793 0.14660
H -4.49554 6.35263 1.14536
H -1.04696 3.68978 1.45433
H -2.47468 5.66803 2.12526
C 1.25793 -4.62453 -0.66852
F 1.06137 -3.96450 0.70125
N -0.75094 1.61747 0.34076
H -7.41826 5.84700 -1.08225
C -3.92481 5.37485 0.75555
H -5.83775 6.67638 -0.66230
C -2.71090 5.14402 1.33514
C 4.92255 -2.56340 0.99510
H -2.28485 1.32874 -0.75378
C -4.48147 4.59141 -0.10220
C 5.85347 -3.42001 0.83709
H -0.48057 -0.27366 -0.70470
N 0.03408 0.58076 -0.14371

Cartesian forces, eV/Å:
H 3.5 -3.0 0.0
O -3.6 -4.5 -3.8
N 2.2 -0.8 -0.5
C 4.6 13.2 11.6
H 2.0 3.5 0.5
H -2.0 -10.7 -4.4
C 0.1 6.1 0.9
H -1.7 -0.9 0.1
H -1.0 0.0 1.2
F 1.3 -2.5 -5.1
H 0.5 0.3 0.9
H 0.0 -2.7 -2.0
C -6.0 -1.9 -5.5
O 5.3 -4.3 1.2
F -7.9 -3.5 5.0
C -1.8 5.5 0.8
C -10.7 -1.3 -5.8
O -14.4 -2.8 -6.1
O 4.5 2.3 5.4
C 5.7 7.2 -0.3
C -11.1 2.2 -6.8
F -1.8 3.0 -2.5
C -6.8 2.1 -6.1
C 9.8 -4.8 0.5
H -0.6 -1.2 -0.5
C -0.7 3.1 -2.5
C -2.8 -5.6 0.2
C -0.8 1.3 3.7
H 1.4 -2.2 -0.9
H 8.5 -1.6 3.1
H 1.2 3.9 3.6
C 7.9 0.8 7.3
F -0.6 -1.5 -3.8
N 13.0 -3.5 6.1
H 1.0 0.2 1.7
C -1.4 6.3 3.8
H -1.0 0.4 0.4
C 1.9 -4.2 0.3
C -4.4 8.2 1.0
H 0.6 0.6 -1.6
C -2.3 -3.7 -5.4
C 7.4 -2.6 1.7
H 1.8 2.5 1.4
N -0.8 -3.3 0.9

=====

Entry 4:
# C18H15N6Pd

A structure of composition C18H15N6Pd (the ωB97M-V functional and the def2-TZVPD basis, the OMol25 dataset).

Results
E_LUMO   2.79 eV
Net charge   -1
Frontier orbital gap   5.5 eV
E_HOMO   -0.0994 Eh
ΔE to the lowest compared entry with this formula, charge and spin   0.00 kcal per mole

Geometry (Å):
H -1.02065 0.97008 1.98636
N 1.16840 1.91283 -3.04191
C -3.41719 -2.67922 0.36084
C 0.25719 4.46941 -0.52226
H -4.92083 -1.32093 1.08189
H 1.52233 4.49403 2.44290
H 3.94244 -3.89422 0.85212
H 2.06054 -5.20233 1.86890
C -3.86067 -1.53205 0.99859
N -0.64252 3.26588 -2.99222
H -3.28051 0.26735 2.01557
C 1.38497 -1.65627 0.21910
N -0.53007 2.66291 -4.18386
C 0.69687 3.22655 -0.96969
C 1.88533 -4.24078 1.39918
C 1.26580 4.14183 1.45023
C 0.54954 1.86261 -4.19372
C 1.70892 2.90494 1.03619
H -4.12033 -3.38148 -0.07031
H -0.32811 5.09065 -1.18944
H -1.23123 2.80225 -4.88835
N 0.52150 4.94484 0.68565
C 0.34426 -2.44379 0.77664
H 3.49377 -1.74604 -0.17381
C -2.04965 -2.91652 0.27826
H 0.82680 1.25912 -5.04274
C 0.39475 2.78901 -2.32958
H 0.15045 0.00947 1.28257
C -1.10050 -2.04683 0.80612
H 2.29423 2.26359 1.67821
H -0.22453 -4.25166 1.77979
C -1.56688 -0.87129 1.43167
H -1.68880 -3.81054 -0.21809
C 0.60390 -3.69994 1.34580
Pd 1.50151 0.35379 -0.35884
C 2.65275 -2.28371 0.25586
N 1.40323 2.40097 -0.17937
C -2.93953 -0.63860 1.52419
N -0.63441 0.03498 1.95776
C 2.92695 -3.51091 0.83980

Cartesian forces, eV/Å:
H 0.1 0.0 0.0
N -0.2 0.3 -0.1
C 0.0 0.0 0.0
C -0.1 0.1 -0.1
H 0.0 0.0 0.0
H 0.0 0.0 0.0
H 0.0 0.0 0.0
H 0.0 0.0 0.0
C 0.0 0.0 0.0
N -0.1 0.1 0.2
H 0.0 0.0 0.0
C 0.0 0.0 0.0
N 0.0 -0.1 -0.2
C 0.1 0.0 0.3
C -0.2 0.2 0.0
C 0.1 0.0 0.1
C 0.1 -0.2 0.0
C 0.0 -0.1 -0.1
H 0.0 0.0 0.0
H 0.0 0.0 0.0
H 0.0 0.0 0.0
N 0.0 0.0 0.0
C 0.1 -0.1 0.0
H 0.0 0.0 0.0
C 0.0 0.0 0.0
H 0.0 0.0 0.0
C 0.1 -0.1 -0.4
H 0.4 0.4 0.5
C -0.1 0.0 0.0
H 0.0 0.0 0.0
H 0.0 0.0 0.0
C 0.1 0.1 0.0
H 0.0 0.0 0.0
C 0.2 -0.1 0.0
Pd -0.1 -0.3 0.2
C 0.2 0.3 0.0
N 0.1 0.2 0.0
C 0.0 0.0 0.0
N -0.4 -0.5 -0.4
C -0.3 -0.1 0.0

=====

Entry 5:
# C18H15NO4S

The molecule C18H15NO4S in a non-equilibrium geometry (the ωB97M-V functional and the def2-TZVPD basis, the OMol25 dataset).

Results
SMILES string   CCOC(=O)c1cc(C(=O)c2cccs2)n2ccc(C(C)=O)cc12
E_LUMO   -0.62 eV
Net charge   0
Frontier orbital gap   7.6 eV
E_HOMO   -0.3034 Eh
ΔE to the lowest compared entry with this formula, charge and spin   29.28 kcal per mole

Geometry (Å):
S -4.08909 0.19253 1.63204
O -0.87243 2.87287 -1.22352
H -2.45554 0.83130 -0.27464
C -3.80640 -1.43844 1.11033
H 4.57257 -0.48729 -1.65991
C -6.05684 -1.44966 1.67183
N -0.13600 -1.41473 0.24217
H 2.54472 4.19932 0.02831
C 0.60861 -0.35015 -0.23131
C 2.60551 -1.66021 -0.01736
C 1.80809 4.54403 -0.69386
H 2.13602 5.49121 -1.11225
H -4.98383 -3.22579 0.93933
H 2.58172 3.36627 -2.34535
C -2.50523 -1.98557 0.72491
C -0.28767 0.70814 -0.49553
C 1.99248 -0.47504 -0.36306
H 4.80186 0.11684 -0.01507
H -0.19411 -3.37084 0.93731
C 1.80223 -2.72342 0.46786
C 4.07000 -1.89207 -0.12432
C 1.64210 3.52321 -1.81060
O 4.56035 -2.94831 0.20512
H -7.04189 -1.85989 1.80203
H 0.85822 4.69280 -0.18654
O 1.28702 2.23901 -1.29903
O -2.32686 -3.19806 0.75579
H -6.37223 0.62137 2.32295
H 0.86632 3.85284 -2.50928
H 2.53518 0.37600 -0.73606
C 4.90206 -0.75445 -0.65841
C -5.73432 -0.15553 1.94954
C -0.01947 2.03979 -1.03086
C -4.95585 -2.18512 1.20713
C -1.46307 -1.05387 0.31230
H 5.94479 -1.05937 -0.69114
H 2.28638 -3.64842 0.73604
C -1.56169 0.25339 -0.15441
C 0.45628 -2.58469 0.58751

Cartesian forces, eV/Å:
S -0.4 -0.5 0.0
O 0.1 0.0 0.0
H -0.1 0.1 0.0
C -0.6 0.3 0.3
H 0.0 0.1 -0.1
C -0.1 0.2 0.1
N 0.3 0.4 -0.2
H 0.1 0.0 0.1
C -0.4 0.5 -0.2
C -0.8 0.1 0.0
C -0.1 -0.4 -0.2
H 0.0 0.1 0.0
H 0.1 -0.2 0.0
H -0.1 0.0 0.0
C 0.2 -0.3 -0.1
C 0.0 -0.4 0.2
C 0.7 -0.6 0.1
H 0.0 0.1 0.0
H 0.0 0.1 0.0
C -0.1 0.1 0.0
C 0.3 0.2 -0.1
C 0.0 0.6 -0.1
O -0.1 0.1 0.0
H -0.2 0.0 0.0
H 0.0 0.1 0.0
O 0.0 -0.3 0.1
O 0.0 0.2 0.0
H -0.2 0.1 0.1
H 0.2 -0.1 0.0
H 0.1 0.0 0.0
C 0.2 -0.2 0.0
C 0.3 0.1 -0.1
C -0.1 0.1 -0.1
C 0.5 0.1 -0.2
C -0.5 0.4 -0.1
H 0.0 0.0 0.0
H -0.1 -0.1 0.0
C 0.3 -0.2 0.0
C 0.6 -0.9 0.2

=====

Entry 6:
# C18H16Cl2N5O2PdS

A structure of composition C18H16Cl2N5O2PdS (the ωB97M-V functional and the def2-TZVPD basis, the OMol25 dataset).

Results
E_LUMO (spin up / spin down)   -3.19 / -5.40 eV
Net charge   +1
Frontier orbital gap (spin up / spin down)   7.7 / 5.6 eV
E_HOMO (spin up / spin down)   -0.3985 / -0.4046 Eh
Spin multiplicity   3
⟨S²⟩   2.044

Geometry (Å):
H 3.74219 -4.73179 1.18281
C 3.30388 -1.47012 -3.92454
C -3.63479 -0.14015 3.90553
C -1.57600 0.03362 2.65373
C 3.29472 0.62069 -2.76418
C 2.04899 -2.03222 0.29215
Cl -4.35816 -1.83314 0.39877
H 2.33471 -1.32510 1.06099
H 2.36200 4.45425 -2.76644
O -1.59509 -0.91267 0.47583
H 3.00804 -2.07363 -4.77214
H 4.39799 -3.05573 -2.97663
C 0.85282 -2.47426 -1.60537
H 5.10199 -1.66627 -1.06051
C 4.48102 -1.24274 -1.83930
H 3.70949 2.66241 -2.68642
C 1.70172 2.50400 -2.64170
C -3.60102 -1.03956 1.69406
C -0.17926 0.49449 2.64823
H -1.82956 0.74887 4.64947
S 0.27501 1.54951 -2.66100
H -5.32021 -1.08675 2.95372
H 3.74949 -3.18379 1.95841
H 1.04064 -4.47314 -2.35527
N 2.17996 -4.20947 -0.66247
C 4.08683 -2.02120 -2.91585
H 4.36637 0.70218 -0.91583
C 2.54368 -3.34881 0.28424
N 1.22165 -1.61610 -0.64892
N 2.94055 2.00772 -2.68992
C -2.28826 0.25719 3.79995
H 0.17525 -2.11678 -2.36659
Cl -4.47966 0.17544 5.35280
N 1.57720 3.83389 -2.65341
H 2.31088 0.29799 -4.63967
C -4.28690 -0.78631 2.85353
H 0.16045 0.88862 3.62138
C 4.07874 0.08395 -1.75743
H 0.65184 4.22312 -2.60503
N 3.40391 -3.78789 1.23794
O 0.60252 0.48157 1.71979
Pd 0.42566 0.38875 -0.62234
C 2.91270 -0.14424 -3.85748
C -2.19438 -0.65001 1.51513
C 1.33982 -3.76739 -1.59010

Cartesian forces, eV/Å:
H 0.0 0.0 0.0
C 0.0 0.0 0.0
C 0.0 0.0 0.0
C 0.0 0.0 0.0
C 0.0 0.0 0.0
C 0.0 0.0 0.0
Cl 0.0 0.0 0.0
H 0.0 0.0 0.0
H 0.0 0.0 0.0
O 0.0 0.0 0.0
H 0.0 0.0 0.0
H 0.0 0.0 0.0
C 0.0 0.0 0.0
H 0.0 0.0 0.0
C 0.0 0.0 0.0
H 0.0 0.0 0.1
C -0.1 -0.1 -0.2
C 0.0 0.0 0.0
C 0.0 0.0 0.0
H 0.0 0.0 0.0
S 0.0 0.1 0.1
H 0.0 0.0 0.0
H 0.0 0.0 0.0
H 0.0 0.0 0.0
N 0.0 0.0 0.0
C 0.0 0.0 0.0
H 0.0 0.0 0.0
C 0.0 0.0 0.0
N 0.0 0.0 0.0
N 0.0 0.0 0.0
C 0.0 0.0 0.0
H 0.0 0.0 0.0
Cl 0.0 0.0 0.0
N 0.0 0.0 0.0
H 0.0 0.0 0.0
C 0.0 0.0 -0.1
H 0.0 0.0 0.0
C 0.0 0.0 0.0
H 0.0 0.0 0.0
N 0.0 0.0 0.0
O -0.1 0.0 0.0
Pd 0.0 0.0 0.0
C 0.0 0.0 0.0
C 0.0 0.0 0.0
C 0.0 0.0 0.0